(1)
A cluster of 2 separate species, C25H30NO3 in total. Source: the Open Molecules 2025 dataset; level of theory: ωB97M-V/def2-TZVPD.

The calculation puts the orbital gap at 5.56 eV. Its total charge is +1. The HOMO energy is -10.395 eV. Its energy above the lowest of the compared OMol25 structures with the same formula, charge and spin is 13.3 kJ/mol.

XYZ file:
```
59
Properties=species:S:1:pos:R:3:nbo_charge:R:1
C -1.4244 -3.8359 -1.2373 -0.016
H 0.3489 2.1638 1.5961 0.190
H -1.4635 -1.4918 2.6591 0.227
H 0.4715 5.7035 -4.0778 0.211
H -1.2087 -5.4480 -2.6541 0.237
H 4.3323 -1.2965 1.3195 0.204
O -0.9004 4.9209 -2.7147 -0.458
O 4.5106 0.3472 2.4622 -0.517
H 1.6443 1.3772 -1.7330 0.224
H 4.5435 2.0000 3.6020 0.210
H 2.2433 4.2945 -2.2435 0.241
H -2.6748 0.8938 -1.5977 0.228
H 2.8566 2.5145 1.9652 0.178
C -1.1462 -1.4337 -0.9728 -0.202
C -0.5060 -1.1660 2.2318 -0.666
C -1.2058 -5.2778 -1.5699 -0.478
H 0.8083 -0.5865 -0.9219 0.218
C 2.5725 1.7929 2.7524 -0.239
C -0.4962 0.9809 -1.4730 -0.190
H 0.7724 6.1267 -2.3701 0.203
H -2.9963 -6.5702 -1.6497 0.209
H -2.1408 -6.5962 -0.0838 0.202
C -1.9579 0.9267 1.8354 -0.649
H 0.2735 -1.3023 2.9950 0.234
C 3.8229 1.2008 3.3802 -0.079
C 2.4307 -0.2783 1.3437 -0.234
H -2.9588 3.3478 -1.9683 0.249
C -0.2523 -0.3137 -0.9397 0.127
H -0.2995 -1.8469 1.3987 0.213
C 0.6340 1.7899 -1.8134 -0.104
C -1.8026 1.5395 -1.6677 -0.098
H -4.2312 -2.4446 0.1814 0.247
C 0.4499 3.0721 -2.2854 -0.109
C -1.9811 2.8727 -1.9433 -0.306
H -2.1209 1.5644 0.9583 0.217
H -2.7702 0.1969 1.8936 0.217
N 1.7494 0.7098 2.1828 -0.460
C -0.8531 3.6308 -2.2901 0.477
H 1.7556 3.7612 -3.8621 0.239
O -3.3273 -4.9130 -0.4310 -0.447
C -0.6348 -2.7115 -1.3605 -0.144
C -2.4867 -1.3579 -0.4979 -0.122
C -2.7041 -3.7241 -0.6394 0.374
H -2.0435 1.5848 2.7194 0.236
H -2.9038 -0.3900 -0.2386 0.225
H 2.6936 0.1621 0.3588 0.163
C 0.4837 1.0897 1.7881 0.053
C -3.2432 -2.4818 -0.2677 -0.267
C 3.7029 -0.7495 2.0359 -0.078
H 3.4281 -1.4084 2.8843 0.175
H 1.7547 -1.1225 1.1665 0.210
C -2.4230 -5.9646 -0.9346 -0.068
H 3.5408 0.6582 4.3046 0.177
C 1.3790 4.0822 -2.8807 -0.464
C -0.6120 0.2607 1.7708 -0.035
H 1.9722 2.3040 3.5147 0.218
C 0.4813 5.3161 -3.0503 -0.069
H -0.2664 -5.6748 -1.1710 0.239
H 0.3789 -2.7999 -1.7592 0.225
```

---

(2)
A structure of composition C25H30O5PS2Sc. Source: the Open Molecules 2025 dataset; level of theory: ωB97M-V/def2-TZVPD.

The calculation puts the orbital gap at 8.74 eV. The HOMO energy is -8.429 eV.

XYZ file:
```
64
Properties=species:S:1:pos:R:3:nbo_charge:R:1
C 3.1265 -1.8306 -0.7380 -0.645
H 6.0784 2.7883 -0.5878 0.224
H 2.0624 -0.7404 -3.0047 0.228
H 3.1320 -2.8396 -1.1564 0.219
H -1.3100 -2.4703 -1.7034 0.228
C -2.1049 -1.4339 0.7112 0.074
C 3.7950 -0.8889 -1.7156 0.123
O 0.1830 -0.8456 0.7386 -0.794
C -5.1418 -2.6290 -1.2336 -0.217
S 2.5628 0.8036 1.4786 -0.499
H -4.7840 -1.8283 0.7246 0.222
C -3.2775 -0.9419 4.3256 -0.222
C 4.2094 3.4604 -1.4363 0.122
C -3.4770 -2.2521 4.7269 -0.209
H 2.0914 -1.5463 -0.5520 0.240
H 5.6202 1.9462 -2.0783 0.220
H -3.3920 -4.3175 4.1329 0.217
H -2.7353 -3.3347 -3.5133 0.218
C 0.1062 3.5948 0.7480 -0.313
H -3.8096 -2.4702 5.7344 0.216
H 6.2154 3.6164 -2.1510 0.212
H 3.9927 4.1361 -3.4588 0.217
Sc 0.0149 1.0731 0.8239 1.380
H 0.7902 4.1027 0.0930 0.244
C -2.3851 -2.5082 -1.5682 -0.196
H -1.7434 3.4708 -0.4824 0.238
O -0.3236 -3.0315 0.6295 -0.598
C -4.5684 -3.0596 -2.4229 -0.192
C -2.8207 -3.0131 2.5374 -0.190
C 3.4574 3.4946 -2.7538 -0.640
O -2.0742 -0.0091 0.4401 -0.715
H -5.1933 -3.4487 -3.2174 0.214
C -1.7985 2.6571 1.5800 -0.312
C -0.6283 -1.8665 0.6778 0.811
H -2.9660 0.2771 0.2153 0.509
H -0.9636 2.3094 3.6140 0.242
H -2.8364 2.3901 1.6980 0.225
O 3.8926 0.4684 -1.1722 -0.861
C -3.1891 -2.9973 -2.5876 -0.211
H 3.6466 -1.8466 0.2190 0.228
C 0.3628 3.2131 2.0695 -0.304
C 3.1413 -0.8756 -3.0799 -0.638
C -3.2450 -3.2883 3.8261 -0.202
H -2.6907 0.3599 2.7246 0.208
H 3.3863 2.4931 -3.1869 0.214
H 1.2700 3.3954 2.6153 0.248
H -3.4513 -0.1267 5.0191 0.214
C -0.8119 2.6087 2.5887 -0.393
C -2.8485 -0.6644 3.0275 -0.171
C -2.9517 -2.0786 -0.3702 0.028
H 3.3416 -1.8307 -3.5713 0.216
H 4.2716 4.4661 -1.0305 0.190
C -4.3342 -2.1443 -0.2116 -0.231
P 2.7922 1.3185 -0.4229 1.757
H 4.8384 -1.1614 -1.8315 0.188
C 5.6157 2.9100 -1.5699 -0.633
H 2.4452 3.8814 -2.6260 0.227
H -6.2156 -2.6770 -1.0958 0.216
C -2.6210 -1.6952 2.1274 -0.068
C -1.2276 3.2368 0.4345 -0.351
H -2.6244 -3.8210 1.8417 0.237
H 3.5535 -0.0774 -3.7017 0.213
O 3.4594 2.7584 -0.3993 -0.848
S 1.0898 1.3601 -1.4925 -0.576
```

---

(3)
A structure of composition C25H31BrN3S4Ti. Source: the Open Molecules 2025 dataset; level of theory: ωB97M-V/def2-TZVPD.

The calculation puts the orbital gap (spin up / spin down) at 6.54 / 7.46 eV. Its total charge is +1. As for the spin multiplicity: 3. The HOMO energy (spin up / spin down) is -9.040 / -10.165 eV. Its energy above the lowest of the compared OMol25 structures with the same formula, charge and spin is 0.0 kJ/mol.

XYZ file:
```
65
Properties=species:S:1:pos:R:3:lowdin_spin:R:1
C -13.0065 0.7399 -1.6542 0.031
H -21.3640 1.8075 0.0836 0.000
H -19.5434 2.8638 1.7503 0.000
C -15.8541 -0.9878 -3.1589 0.053
H -12.6894 6.9893 -3.5237 0.000
H -17.2436 -2.2066 -4.4622 -0.001
H -16.3355 -2.2643 2.0991 0.000
H -12.1910 5.4443 -5.5185 0.000
C -16.2238 4.2143 -2.1628 0.001
C -19.0746 3.6181 1.1170 0.000
H -17.2397 4.6824 -2.2213 -0.001
H -16.9034 1.2056 3.3202 0.001
N -15.9100 0.2914 -2.7188 0.011
H -15.0652 -1.6658 -2.8861 0.003
H -15.7985 4.4941 -1.1490 0.001
S -15.2757 -0.6258 0.7913 0.049
S -18.1341 -0.1616 -0.4353 0.014
H -18.6355 -2.2225 0.6140 0.000
C -14.3646 5.7350 -2.8909 0.000
C -13.9815 4.3131 -5.2347 0.000
C -20.4112 1.6040 -0.4127 0.000
H -17.4898 3.8486 2.5251 0.000
H -15.5101 2.2703 3.0779 0.000
H -13.9040 3.6659 -6.1233 0.000
Ti -15.6665 1.1955 -0.9957 1.591
C -16.9876 -1.2837 -3.9478 0.004
C -10.7776 1.4605 -1.0188 0.033
C -17.1505 2.2725 -3.2131 0.053
H -10.7526 3.1612 0.3504 -0.001
H -20.4085 -0.4933 0.2548 0.000
C -15.0966 0.2933 2.4218 0.016
C -12.7884 2.4641 -0.0444 0.030
C -17.5948 3.6412 1.4483 0.007
C -17.7172 -0.1030 -4.1312 0.040
H -14.5059 6.2094 -1.9025 0.000
H -19.5982 4.5944 1.2829 0.000
S -19.3838 3.0997 -0.5780 0.005
H -13.7739 0.0772 -2.1234 0.004
C -19.7866 0.4397 0.2845 0.006
N -13.5570 1.6756 -0.8179 0.005
H -9.6884 1.3519 -1.1942 0.002
C -16.9935 0.9037 -3.4228 0.001
C -16.0856 1.4096 2.6450 0.012
C -16.5668 -1.9360 1.0543 0.010
H -17.8124 2.7818 -3.9116 0.002
C -11.6530 0.6345 -1.7764 -0.002
Br -13.4049 3.8479 0.9687 0.006
H -15.6751 3.2043 -4.6832 0.001
H -16.3448 -2.7646 0.3995 0.000
N -16.3901 2.7796 -2.2496 -0.022
C -13.3292 6.1429 -3.7430 0.000
H -19.5836 0.6846 1.3198 0.000
H -18.3628 -1.0195 1.8911 0.000
H -18.6634 -0.0440 -4.6705 0.002
C -11.3797 2.3784 -0.1308 -0.005
C -17.9440 -1.4161 0.9306 0.001
S -16.7932 2.0194 1.0078 0.034
H -14.0280 0.6434 2.3802 0.000
C -15.2519 4.7394 -3.2512 -0.002
H -17.0493 4.3738 0.8085 0.000
H -15.1163 -0.5245 3.1921 0.000
C -13.0858 5.3605 -4.9158 0.000
H -11.2577 -0.1981 -2.4378 -0.001
H -20.6448 1.3625 -1.4319 0.000
C -15.0586 4.0166 -4.4096 0.002
```

---

(4)
A cluster of 4 separate species, C25H31ClF9NO9 in total. Source: the Open Molecules 2025 dataset; level of theory: ωB97M-V/def2-TZVPD.

The calculation puts the orbital gap at 8.49 eV. The HOMO energy is -9.679 eV. Its energy above the lowest of the compared OMol25 structures with the same formula, charge and spin is 0.0 kJ/mol.

XYZ file:
```
76
Properties=species:S:1:pos:R:3:lowdin_charge:R:1
H -2.6861 -1.3487 -1.1053 0.110
C -1.7099 6.5459 4.5785 -0.549
C -4.6115 2.6836 0.6283 -0.127
H -6.1921 1.2497 0.5499 0.128
C 7.7081 -5.9975 -3.0583 -0.405
H -2.3162 7.6064 0.6134 0.082
O 7.2342 -6.8575 -2.1733 0.029
O -4.8880 -0.3814 -1.0376 0.126
C 7.8236 -5.9570 0.0189 -0.058
H -1.9043 -0.6917 1.7217 0.106
F -0.5120 5.9742 4.6179 0.169
C -6.6344 3.5315 1.8769 -0.265
F -1.9276 7.1579 5.7476 0.171
H 8.1621 -4.9982 -0.3707 0.080
F -0.6020 -2.6397 -2.4097 0.154
H -0.9814 3.9752 0.7638 0.066
H 1.9072 -7.1353 -3.9340 0.087
O -2.8730 4.0092 -0.2551 0.124
Cl 1.1317 3.7628 -0.1416 0.607
O -3.0431 7.9202 3.2197 0.030
C 6.7397 -5.9093 -4.2638 -0.544
H 8.3866 -6.1766 0.9261 0.084
H -0.4892 1.0461 0.8612 0.111
H 9.0888 -7.1312 -1.2910 0.125
F -1.3946 -4.4322 -3.3286 0.166
H 3.1003 -4.9372 -3.7974 0.115
C 0.1825 2.9959 2.2827 -0.119
H 1.1782 2.5563 2.3285 0.074
C -3.2968 8.0356 0.8147 -0.052
O 8.7284 -5.3783 -3.0072 0.173
F 7.0365 -4.8706 -5.0293 0.183
H 0.1346 -1.5587 0.7200 0.067
C 2.4185 -6.8373 -3.0186 -0.054
H -4.0245 7.2257 0.8724 0.075
C 2.5442 -5.3328 -2.9518 -0.196
H -0.3314 1.7066 -0.7475 0.110
H -6.7462 2.5782 2.4335 0.130
C -3.2146 2.9138 0.1324 -0.282
F 6.8256 -7.0236 -4.9995 0.171
C -3.2892 8.8180 2.1053 -0.181
C -1.8858 -1.4424 0.9184 -0.258
C -2.3028 1.7336 0.0656 -0.067
C 0.5281 -4.6652 -1.9412 -0.405
H -4.2594 9.2559 2.3252 0.126
C -1.7856 7.5679 3.4166 -0.409
H -0.4508 -2.5681 1.8244 0.074
H -4.6248 4.0978 2.2100 0.139
H 0.2081 3.9502 2.8063 0.066
C -5.2528 3.8287 1.3506 -0.085
H -1.1412 -0.5219 -0.8809 0.108
F -1.6540 -4.1068 -1.2099 0.172
H -0.5080 2.3313 2.8082 0.082
C -0.8177 -3.9516 -2.2216 -0.553
O 0.8331 -5.0814 -0.8633 0.164
N -0.6324 -2.2027 0.8952 0.007
H -2.5349 9.6033 2.1070 0.125
H 3.0215 -5.0076 -2.0282 0.125
F 5.4691 -5.7829 -3.8530 0.152
O -0.8137 7.9504 2.8367 0.173
C -0.2603 3.1701 0.8396 -0.708
C 8.0452 -7.0614 -0.9876 -0.186
C -4.3578 0.4848 -0.3778 -0.313
H 3.4118 -7.2859 -3.0141 0.074
H -3.5675 8.6787 -0.0223 0.086
O -7.5745 4.2644 1.7367 0.076
H 7.7178 -8.0259 -0.6079 0.125
C -2.1111 -0.7248 -0.4245 -0.131
C -2.8652 0.5544 -0.2250 -0.100
H -5.3143 4.7142 0.7173 0.129
C -0.8052 1.8754 0.2209 -0.152
C -5.1646 1.5133 0.3318 0.073
H -2.7050 -2.1372 1.1049 0.117
F -2.6278 5.5799 4.4373 0.155
H 1.8619 -7.2197 -2.1641 0.079
O 1.2454 -4.6975 -3.0525 0.032
H 6.7676 -5.8819 0.2782 0.084
```

---

Repeat the first record exactly.
A cluster of 2 separate species, C25H30NO3 in total. Source: the Open Molecules 2025 dataset; level of theory: ωB97M-V/def2-TZVPD.

The calculation puts the orbital gap at 5.56 eV. Its total charge is +1. The HOMO energy is -10.395 eV. Its energy above the lowest of the compared OMol25 structures with the same formula, charge and spin is 13.3 kJ/mol.

XYZ file:
```
59
Properties=species:S:1:pos:R:3:nbo_charge:R:1
C -1.4244 -3.8359 -1.2373 -0.016
H 0.3489 2.1638 1.5961 0.190
H -1.4635 -1.4918 2.6591 0.227
H 0.4715 5.7035 -4.0778 0.211
H -1.2087 -5.4480 -2.6541 0.237
H 4.3323 -1.2965 1.3195 0.204
O -0.9004 4.9209 -2.7147 -0.458
O 4.5106 0.3472 2.4622 -0.517
H 1.6443 1.3772 -1.7330 0.224
H 4.5435 2.0000 3.6020 0.210
H 2.2433 4.2945 -2.2435 0.241
H -2.6748 0.8938 -1.5977 0.228
H 2.8566 2.5145 1.9652 0.178
C -1.1462 -1.4337 -0.9728 -0.202
C -0.5060 -1.1660 2.2318 -0.666
C -1.2058 -5.2778 -1.5699 -0.478
H 0.8083 -0.5865 -0.9219 0.218
C 2.5725 1.7929 2.7524 -0.239
C -0.4962 0.9809 -1.4730 -0.190
H 0.7724 6.1267 -2.3701 0.203
H -2.9963 -6.5702 -1.6497 0.209
H -2.1408 -6.5962 -0.0838 0.202
C -1.9579 0.9267 1.8354 -0.649
H 0.2735 -1.3023 2.9950 0.234
C 3.8229 1.2008 3.3802 -0.079
C 2.4307 -0.2783 1.3437 -0.234
H -2.9588 3.3478 -1.9683 0.249
C -0.2523 -0.3137 -0.9397 0.127
H -0.2995 -1.8469 1.3987 0.213
C 0.6340 1.7899 -1.8134 -0.104
C -1.8026 1.5395 -1.6677 -0.098
H -4.2312 -2.4446 0.1814 0.247
C 0.4499 3.0721 -2.2854 -0.109
C -1.9811 2.8727 -1.9433 -0.306
H -2.1209 1.5644 0.9583 0.217
H -2.7702 0.1969 1.8936 0.217
N 1.7494 0.7098 2.1828 -0.460
C -0.8531 3.6308 -2.2901 0.477
H 1.7556 3.7612 -3.8621 0.239
O -3.3273 -4.9130 -0.4310 -0.447
C -0.6348 -2.7115 -1.3605 -0.144
C -2.4867 -1.3579 -0.4979 -0.122
C -2.7041 -3.7241 -0.6394 0.374
H -2.0435 1.5848 2.7194 0.236
H -2.9038 -0.3900 -0.2386 0.225
H 2.6936 0.1621 0.3588 0.163
C 0.4837 1.0897 1.7881 0.053
C -3.2432 -2.4818 -0.2677 -0.267
C 3.7029 -0.7495 2.0359 -0.078
H 3.4281 -1.4084 2.8843 0.175
H 1.7547 -1.1225 1.1665 0.210
C -2.4230 -5.9646 -0.9346 -0.068
H 3.5408 0.6582 4.3046 0.177
C 1.3790 4.0822 -2.8807 -0.464
C -0.6120 0.2607 1.7708 -0.035
H 1.9722 2.3040 3.5147 0.218
C 0.4813 5.3161 -3.0503 -0.069
H -0.2664 -5.6748 -1.1710 0.239
H 0.3789 -2.7999 -1.7592 0.225
```